The following is a DFT calculation (ωB97M-V/def2-TZVPD) of 2 unconnected molecules or ions with the total composition C11H19FN3S.

Each atom is followed by the atoms it is bonded to, with distances in Å.
Atoms and positions in Å:
1 C 4.074 -2.949 -0.144  C2 1.505, H11 1.091, H12 1.094, H13 1.091
2 C 2.709 -2.757 0.462  C1 1.505, N3 1.258, C4 1.521
3 N 2.261 -3.310 1.499  C2 1.258, H14 1.020
4 C 1.769 -1.787 -0.238  C2 1.521, S5 1.803, H15 1.091, H16 1.091
5 S 0.756 -0.949 0.997  C4 1.803, N6 1.657, C7 1.798
6 N 1.230 0.625 0.788  S5 1.657, H17 1.016, H18 1.016
7 C -0.904 -0.984 0.305  S5 1.798, C8 1.524, H19 1.094, H20 1.094
8 C -1.574 -2.338 0.511  C7 1.524, C9 1.511, F10 1.394, H21 1.093
9 C -2.901 -2.408 -0.209  C8 1.511, H22 1.092, H23 1.090, H24 1.092
10 F -0.710 -3.307 0.004  C8 1.394
11 H 4.129 -2.620 -1.182  C1 1.091
12 H 4.798 -2.362 0.429  C1 1.094
13 H 4.363 -3.999 -0.090  C1 1.091
14 H 2.929 -3.966 1.903  N3 1.020
15 H 1.096 -2.331 -0.902  C4 1.091
16 H 2.306 -1.009 -0.782  C4 1.091
17 H 0.769 1.076 0.003  N6 1.016
18 H 1.073 1.151 1.643  N6 1.016
19 H -0.890 -0.704 -0.753  C7 1.094
20 H -1.435 -0.199 0.849  C7 1.094
21 H -1.700 -2.542 1.578  C8 1.093
22 H -3.526 -1.554 0.060  C9 1.092
23 H -3.434 -3.316 0.074  C9 1.090
24 H -2.746 -2.417 -1.290  C9 1.092
25 N -1.326 2.527 -0.127  C26 1.334, C30 1.334
26 C -2.193 3.380 0.421  N25 1.334, C27 1.386, H31 1.084
27 C -2.222 4.735 0.129  C26 1.386, C28 1.386, H32 1.081
28 C -1.301 5.241 -0.775  C27 1.386, C29 1.387, H33 1.082
29 C -0.389 4.371 -1.353  C28 1.387, C30 1.383, H34 1.081
30 C -0.453 3.036 -0.998  N25 1.334, C29 1.383, H35 1.088
31 H -2.903 2.955 1.122  C26 1.084
32 H -2.952 5.376 0.602  C27 1.081
33 H -1.293 6.293 -1.024  C28 1.082
34 H 0.351 4.716 -2.061  C29 1.081
35 H 0.237 2.326 -1.450  C30 1.088

Properties
HOMO level (eV): -12.7
Kohn-Sham gap (eV): 10.2
DFT total energy (Ha): -1092.603308
Total charge: +1